# 1
The following is a quantum chemistry calculation of an isolated molecule of C4H7NO, from the Open Molecules 2025 dataset.

LUMO level = 1.0 eV
SMILES string = C[C@H]1CN=CO1
E = -7798.5859 eV
Relative energy (zero: lowest compared OMol25 entry of this formula, charge and spin) = 24.41 kcal/mol
Highest occupied orbital energy = -0.3531 Eh

```
! wB97M-V def2-TZVPD RIJCOSX def2/J DEFGRID3
* xyz 0 1
C 1.464 0.546 0.164
C 0.322 -0.142 -0.586
C -0.482 -1.127 0.281
N -1.621 -0.332 0.761
C -1.667 0.671 -0.010
O -0.698 0.842 -0.938
H 1.495 1.602 -0.117
H 1.334 0.484 1.250
H 2.432 0.099 -0.084
H 0.664 -0.559 -1.535
H -0.884 -1.966 -0.301
H 0.091 -1.541 1.117
H -2.450 1.423 -0.004
*
```

=====

# 2
The following is a quantum chemistry calculation of a structure of composition C21H17AgNO4S, from the Open Molecules 2025 dataset.

LUMO level = 1.6 eV
E = -46568.4079 eV
Relative energy (zero: lowest compared OMol25 entry of this formula, charge and spin) = 5.54 kcal/mol
Highest occupied orbital energy = -0.1178 Eh

```
! wB97M-V def2-TZVPD RIJCOSX def2/J DEFGRID3
* xyz -1 1
Ag -1.237 -0.034 0.078
O -2.838 -1.465 -1.453
C -3.496 -0.844 -0.578
O -3.420 -1.018 0.663
C -4.395 0.277 -1.057
C -5.655 -0.029 -1.546
C -6.525 0.960 -1.986
C -6.106 2.282 -1.941
C -4.842 2.593 -1.466
C -3.951 1.615 -1.010
S -2.360 2.144 -0.450
H -5.957 -1.070 -1.580
H -7.509 0.702 -2.361
H -6.761 3.077 -2.281
H -4.518 3.627 -1.442
C 2.542 3.129 2.990
O 3.066 2.053 2.232
C 2.677 0.794 2.586
C 2.006 0.467 3.753
C 1.666 -0.859 4.000
C 1.998 -1.852 3.098
C 2.665 -1.524 1.927
C 2.993 -0.209 1.665
N 3.686 0.183 0.502
C 3.706 -0.347 -0.727
C 2.792 -1.117 -1.416
C 3.217 -1.680 -2.673
C 2.360 -2.356 -3.464
C 0.984 -2.478 -3.069
C 0.507 -1.937 -1.928
C 1.389 -1.212 -1.029
O 0.970 -0.643 -0.003
H 2.888 4.036 2.502
H 2.911 3.105 4.019
H 1.450 3.106 2.985
H 1.726 1.237 4.457
H 1.122 -1.104 4.902
H 1.716 -2.879 3.283
H 2.908 -2.288 1.200
H 4.326 0.948 0.657
H 4.606 -0.074 -1.274
H 4.255 -1.556 -2.963
H 2.690 -2.786 -4.400
H 0.298 -2.997 -3.728
H -0.552 -1.978 -1.673
*
```

=====

# 3
The following is a quantum chemistry calculation of an isolated molecule of C14H21N3O5S, from the Open Molecules 2025 dataset.

LUMO level = 0.3 eV
SMILES string = COC(=O)[C@H](CC(C)C)NC(=O)Nc1ccc(S(N)(=O)=O)cc1
E = -40402.9369 eV
Relative energy (zero: lowest compared OMol25 entry of this formula, charge and spin) = 0.00 kcal/mol
Highest occupied orbital energy = -0.3244 Eh

```
! wB97M-V def2-TZVPD RIJCOSX def2/J DEFGRID3
* xyz 0 1
C 3.320 2.631 3.342
H 3.996 2.500 2.502
H 3.822 2.403 4.284
H 2.950 3.657 3.380
O 2.240 1.729 3.129
C 1.293 1.716 4.071
O 1.336 2.374 5.075
C 0.153 0.762 3.713
N 0.486 -0.054 2.571
C 0.010 0.262 1.329
O -0.855 1.090 1.153
N 0.580 -0.508 0.333
C 0.308 -0.498 -1.030
C -0.596 0.391 -1.613
C -0.814 0.349 -2.977
C -0.138 -0.571 -3.755
C 0.761 -1.455 -3.195
C 0.987 -1.419 -1.834
H 1.693 -2.104 -1.385
H 1.279 -2.149 -3.837
S -0.458 -0.650 -5.500
O -0.894 0.631 -5.976
O 0.629 -1.314 -6.161
N -1.785 -1.694 -5.528
H -2.614 -1.229 -5.860
H -1.591 -2.523 -6.066
H -1.496 1.033 -3.455
H -1.114 1.101 -0.992
H 1.272 -1.186 0.618
H 1.313 -0.623 2.659
H -0.692 1.392 3.402
C -0.244 -0.068 4.941
H -0.057 0.549 5.822
H 0.405 -0.945 4.999
C -1.710 -0.513 4.953
C -2.005 -1.231 6.269
H -1.789 -0.587 7.117
H -3.052 -1.520 6.317
H -1.399 -2.130 6.356
C -2.047 -1.416 3.771
H -3.069 -1.779 3.859
H -1.962 -0.878 2.832
H -1.381 -2.276 3.744
H -2.339 0.382 4.898
*
```

=====

# 4
The following is a quantum chemistry calculation of a cluster of 2 separate species, C9H14 in total in a non-equilibrium geometry, from the Open Molecules 2025 dataset.

LUMO level = 1.0 eV
SMILES string = Cc1ccccc1.CC
E = -9559.7549 eV
Relative energy (zero: lowest compared OMol25 entry of this formula, charge and spin) = 9.84 kcal/mol
Highest occupied orbital energy = -0.3308 Eh

```
! wB97M-V def2-TZVPD RIJCOSX def2/J DEFGRID3
* xyz 0 1
C -1.799 2.197 -0.254
C 0.492 -1.114 -1.775
C 1.111 0.099 -1.500
C -0.913 -1.160 -1.735
C 0.400 1.227 -1.073
C -1.608 -0.053 -1.311
C -0.964 1.133 -0.892
H 1.065 -1.891 -2.256
H 2.190 0.094 -1.558
H -1.465 -2.043 -2.029
H 0.890 2.188 -0.966
H -2.690 -0.056 -1.256
H -1.136 2.846 0.333
H -2.459 1.877 0.556
H -2.382 2.713 -1.016
C 0.526 -1.415 2.194
C 1.814 -0.647 1.957
H -0.326 -0.937 1.690
H 0.531 -2.434 1.814
H 0.215 -1.369 3.237
H 1.760 0.382 2.329
H 2.605 -1.067 2.586
H 2.145 -0.569 0.926
*
```

=====

# 5
The following is a quantum chemistry calculation of a cluster of 16 separate species, C16H64O24 in total in a non-equilibrium geometry, from the Open Molecules 2025 dataset.

LUMO level = 0.0 eV
E = -66766.5403 eV
Relative energy (zero: lowest compared OMol25 entry of this formula, charge and spin) = 0.00 kcal/mol
Highest occupied orbital energy = -0.3624 Eh

```
! wB97M-V def2-TZVPD RIJCOSX def2/J DEFGRID3
* xyz 0 1
O 0.040 -4.758 -1.957
H -0.581 -4.107 -2.282
H 0.552 -5.006 -2.727
O -4.739 0.009 -0.274
H -4.326 0.504 0.433
H -4.241 -0.807 -0.319
O -1.266 -2.597 -3.200
H -0.876 -2.445 -4.061
H -0.825 -1.973 -2.623
O -0.964 0.770 4.124
H -1.430 1.556 3.838
H -0.038 0.991 4.021
O -3.536 -2.580 -0.537
H -3.844 -2.786 -1.419
H -3.501 -3.427 -0.091
O 0.129 1.717 -3.403
H 0.326 1.839 -2.475
H 0.553 0.890 -3.632
O 2.343 -1.814 -1.239
H 3.120 -1.282 -1.408
H 2.633 -2.715 -1.381
O -3.872 1.756 1.391
H -3.739 2.184 2.237
H -3.390 2.300 0.768
C 1.036 -1.731 -6.021
C 1.926 -1.233 -4.836
O 1.187 -0.678 -3.714
O 0.090 -2.731 -5.621
H 1.699 -2.197 -6.750
H 0.460 -0.907 -6.442
H 2.723 -0.509 -5.001
H 2.410 -2.155 -4.512
H 1.458 -1.140 -2.917
H -0.214 -3.150 -6.429
C 0.167 4.272 2.478
C 0.680 4.750 1.106
O -0.245 5.457 0.313
O -0.056 5.329 3.355
H 0.850 3.533 2.896
H -0.760 3.717 2.332
H 1.163 3.885 0.650
H 1.521 5.418 1.295
H -0.406 6.285 0.773
H -0.723 5.921 3.000
C -4.005 -1.735 3.258
C -4.996 -2.854 3.446
O -4.386 -4.107 3.653
O -3.076 -1.580 4.315
H -4.461 -0.755 3.119
H -3.497 -1.906 2.309
H -5.633 -2.924 2.565
H -5.697 -2.716 4.270
H -3.790 -4.021 4.400
H -2.447 -0.956 3.944
C -2.438 3.846 -1.536
C -3.227 5.058 -2.032
O -2.546 6.323 -1.781
O -2.500 3.835 -0.089
H -1.382 3.888 -1.802
H -2.723 2.872 -1.934
H -4.228 5.006 -1.604
H -3.341 4.922 -3.107
H -2.507 6.501 -0.839
H -1.899 4.472 0.304
C 0.806 -4.238 1.881
C 0.080 -3.259 2.823
O 0.346 -1.881 2.592
O 2.225 -4.064 1.854
H 0.418 -4.084 0.874
H 0.511 -5.243 2.182
H 0.326 -3.468 3.865
H -1.000 -3.350 2.711
H 0.025 -1.756 1.696
H 2.495 -3.718 2.708
C -0.258 0.816 0.402
C -1.374 -0.157 -0.254
O -0.887 -1.457 -0.470
O 0.929 0.843 -0.366
H -0.028 0.574 1.440
H -0.663 1.825 0.482
H -1.726 0.272 -1.192
H -2.286 -0.113 0.341
H -1.590 -2.097 -0.336
H 1.045 -0.080 -0.603
C 3.794 2.016 -2.175
C 4.966 1.036 -2.010
O 4.628 -0.314 -1.669
O 3.165 2.472 -0.925
H 3.027 1.719 -2.890
H 4.055 2.945 -2.681
H 5.668 1.343 -1.234
H 5.585 0.940 -2.901
H 5.404 -0.728 -1.282
H 2.512 1.898 -0.517
C 5.265 -1.088 2.634
C 3.885 -0.983 1.944
O 2.851 -0.549 2.838
O 5.429 -2.350 3.271
H 5.362 -0.344 3.424
H 6.054 -1.063 1.882
H 3.639 -1.991 1.610
H 3.933 -0.309 1.089
H 2.050 -1.018 2.593
H 4.623 -2.520 3.765
*
```